[1]
The following is a DFT calculation (the ωB97M-V functional and the def2-TZVPD basis) of a cluster of 2 separate species, C5H12N2O in total.

Each line ends with the Mulliken charge.
CARTESIAN COORDINATES (ANGSTROEM)
H (1.967, -0.729, 2.062)  0.2517
N (1.320, -0.975, 1.323)  -0.6338
C (1.179, -0.116, 0.420)  0.6671
C (1.736, 1.256, 0.206)  -1.2135
O (0.941, -0.786, -1.032)  -0.3541
N (0.864, -2.204, -1.047)  -0.4628
H (2.824, 1.224, 0.275)  0.3919
H (1.448, 1.641, -0.770)  0.2935
H (1.317, 1.941, 0.943)  0.3332
H (1.839, -2.498, -0.990)  0.2777
H (0.431, -2.454, -0.149)  0.2783
C (-1.969, -0.679, 0.749)  -0.8712
C (-1.284, 0.208, 0.041)  0.4510
C (-1.864, 1.367, -0.723)  -1.1406
H (-1.480, -1.323, 1.470)  0.2872
H (-3.052, -0.726, 0.691)  0.2831
H (-0.298, -0.138, -0.660)  0.2326
H (-1.427, 1.388, -1.725)  0.3078
H (-2.949, 1.289, -0.803)  0.3821
H (-1.545, 2.314, -0.282)  0.2388

As for the calculated total energy: -382.259352 hartree. As for the charge: 0. As for the strongest force on any atom: 0.0701 hartree/bohr. Its SMILES is [H]/N=C(\C)ON.C=CC. The calculation puts the energy relative to the best compared isomer or geometry (same formula, charge and spin) at 638.46 kJ/mol. The calculation puts the frontier orbital gap at 9.2 eV. The calculation puts the molar mass at 116.16 g mol⁻¹. For the lowest unoccupied orbital energy, the calculation gives 0.737 eV.

[2]
The following is a DFT calculation (the ωB97M-V functional and the def2-TZVPD basis) of an isolated molecule of C5H12N2O.

Each line ends with the Mulliken charge.
CARTESIAN COORDINATES (ANGSTROEM)
C (-1.482, 1.146, -0.192)  -1.0172
C (-1.652, -0.203, 0.515)  0.3081
C (-1.597, -1.396, -0.592)  -1.3696
N (-0.566, -0.363, 1.440)  -0.5081
C (0.691, -0.260, 1.139)  -0.1500
N (1.358, -0.214, -0.143)  -0.0221
C (2.041, 1.069, -0.196)  -0.7466
O (2.547, -1.172, 0.100)  -0.4905
H (-0.774, 1.948, 0.449)  0.2202
H (-2.631, 1.627, -0.400)  0.3067
H (-0.917, 0.836, -1.210)  0.2050
H (-2.575, -0.131, 0.949)  0.4961
H (-0.758, -1.282, -1.226)  0.3630
H (-2.484, -1.371, -1.150)  0.4255
H (-1.502, -2.368, -0.047)  0.3382
H (1.419, -0.232, 1.945)  0.4766
H (2.515, 1.349, 0.753)  0.3382
H (1.103, 1.772, -0.369)  0.2394
H (2.838, 1.022, -1.009)  0.2382
H (2.424, -1.776, -0.757)  0.3491

As for the calculated total energy: -382.295392 hartree. As for the charge: 0. As for the strongest force on any atom: 0.0921 hartree/bohr. Its SMILES is CC(C)/N=C\N(C)O. The calculation puts the energy relative to the best compared isomer or geometry (same formula, charge and spin) at 543.84 kJ/mol. The calculation puts the frontier orbital gap at 10.2 eV. The calculation puts the molar mass at 116.16 g mol⁻¹. For the lowest unoccupied orbital energy, the calculation gives 0.832 eV.